(1)
Formula: C2H4O2Si
Source: the OMol25 dataset
Level of theory: wB97M-V/def2-TZVPD

```
9
Properties=species:S:1:pos:R:3:forces:R:3
C 1.296404 -0.176459 0.691374 0.7 -0.4 0.3
C 1.319790 -0.063037 -0.671542 -0.7 0.7 0.2
O -1.748827 1.200955 0.260610 2.7 -3.5 -0.8
O -1.380762 -1.692276 -0.237131 -0.3 2.2 0.5
Si -0.312238 -0.445348 -0.078936 -1.2 2.7 1.0
H 2.130199 -0.034949 1.450879 -1.3 -0.1 -1.0
H 2.003714 0.388996 -1.385752 0.2 -0.5 0.1
H -1.152875 1.913311 0.002835 -0.1 0.2 0.0
H -2.155401 -1.091196 -0.032339 0.0 -1.4 -0.3
```
Positions in Å, forces in eV/Å.

- ΔE to the lowest compared entry with this formula, charge and spin (eV) = 2.2650
- orbital gap (eV) = 10.4
- SMILES = O[Si]1(O)C=C1
- HOMO level (eV) = -10.11
- LUMO energy (eV) = 0.295

***

(2)
Formula: C2H4O3
Source: the OMol25 dataset
Level of theory: wB97M-V/def2-TZVPD

```
9
Properties=species:S:1:pos:R:3:forces:R:3
C -1.882978 0.073914 -0.168892 -0.5 -0.4 0.2
C 1.321878 1.060910 0.678422 -0.3 1.3 0.8
O -1.125254 0.871944 -0.629737 0.3 0.3 -0.1
O 1.575285 -1.207294 -0.305334 -0.9 -2.2 0.7
O 1.768004 0.442316 -0.196401 1.3 1.4 -1.4
H -2.385421 -0.697736 -0.773264 0.1 0.0 -0.2
H -2.149160 0.057033 0.902252 0.1 0.1 0.1
H 0.755206 0.807209 1.561329 -0.3 -0.7 0.2
H 2.122438 -1.408294 -1.068373 0.2 0.1 -0.3
```
Positions in Å, forces in eV/Å.

- ΔE to the lowest compared entry with this formula, charge and spin (eV) = 6.5416
- orbital gap (alpha / beta) (eV) = 9.2 / 9.4
- HOMO level (alpha / beta) (eV) = -8.57 / -9.04
- LUMO energy (alpha / beta) (eV) = 0.661 / 0.366

***

(3)
Formula: C2H4O3
Source: the OMol25 dataset
Level of theory: wB97M-V/def2-TZVPD

```
9
Properties=species:S:1:pos:R:3:forces:R:3
O 1.218471 -2.285600 3.910325 0.1 0.0 0.1
C 0.274085 -1.818130 3.339632 0.2 -0.1 0.1
H -0.678769 -1.648135 3.870868 -0.1 0.1 -0.2
H 0.346112 -1.554740 2.270141 -0.2 0.1 0.0
O 0.025162 2.309927 -1.936322 0.2 0.0 0.0
C -0.094787 1.232247 -2.420632 0.0 -0.2 0.5
O -1.313261 0.700604 -2.677184 -0.5 0.2 -0.6
H 0.732606 0.516861 -2.555482 0.1 0.2 -0.3
H -1.366119 0.268259 -3.545122 0.3 -0.2 0.4
```
Positions in Å, forces in eV/Å.

- ΔE to the lowest compared entry with this formula, charge and spin (eV) = 1.5611
- orbital gap (eV) = 10.7
- SMILES = O=CO.C=O
- HOMO level (eV) = -10.25
- LUMO energy (eV) = 0.464

***

(4)
Formula: C2H4O3P
Source: the OMol25 dataset
Level of theory: wB97M-V/def2-TZVPD

```
10
Properties=species:S:1:pos:R:3:forces:R:3
C 1.979564 -0.310135 -0.492008 9.3 -0.7 -2.8
C 0.783510 0.082102 -0.121809 -11.3 3.5 3.7
O -2.999890 -0.764684 -0.026881 -0.2 -0.6 0.1
O -1.749448 1.499179 -0.051491 0.1 -0.8 0.9
O -0.454530 -0.687784 -0.428848 3.3 2.3 0.8
P -1.822270 0.046962 0.330942 0.7 0.7 0.2
H 2.792708 0.527240 -0.366656 -1.3 -2.2 -0.7
H 2.188582 -1.297893 -0.785748 0.7 -1.0 -0.1
H 0.713448 1.185186 0.168673 -0.9 -1.9 -0.5
H -1.431674 -0.280172 1.773824 -0.4 0.7 -1.7
```
Positions in Å, forces in eV/Å.

- ΔE to the lowest compared entry with this formula, charge and spin (eV) = 1.5928
- orbital gap (alpha / beta) (eV) = 5.4 / 6.8
- HOMO level (alpha / beta) (eV) = -1.35 / -5.24
- LUMO energy (alpha / beta) (eV) = 4.017 / 1.550
- 2S+1 = 3
- charge = -1

***

(5)
Formula: C2H4O3S2
Source: the OMol25 dataset
Level of theory: wB97M-V/def2-TZVPD

```
11
Properties=species:S:1:pos:R:3:forces:R:3
C -0.606682 -0.641382 0.853648 0.6 -1.5 -0.3
C -0.577029 0.466818 -0.119221 1.8 0.2 -0.3
O -0.202907 2.474099 1.717270 0.1 -0.4 -0.1
O -2.477296 1.938297 0.992689 0.1 -0.4 0.0
O -1.043682 0.078588 1.994832 -0.4 1.6 0.3
S 2.488081 0.797686 -1.099989 -1.9 -0.4 0.6
S -1.126364 1.529304 1.196329 -0.1 0.2 0.3
H -1.306354 -1.453271 0.613331 0.0 0.2 -0.1
H 0.374298 -1.085758 1.055481 -0.1 0.1 -0.1
H -0.871795 0.443287 -1.149389 -0.1 0.3 -0.2
H 2.420573 2.086799 -0.775587 0.0 0.3 0.1
```
Positions in Å, forces in eV/Å.

- ΔE to the lowest compared entry with this formula, charge and spin (eV) = 5.1209
- orbital gap (alpha / beta) (eV) = 5.8 / 5.8
- HOMO level (alpha / beta) (eV) = -9.38 / -9.39
- LUMO energy (alpha / beta) (eV) = -3.560 / -3.559

***

(6)
Formula: C2H4O3Si
Source: the OMol25 dataset
Level of theory: wB97M-V/def2-TZVPD

```
10
Properties=species:S:1:pos:R:3:forces:R:3
C -1.365671 -0.217538 -2.193428 -0.8 -0.7 -2.5
C 0.527229 0.353006 0.929969 1.5 -2.2 -5.0
O -1.660892 0.939871 -2.183388 0.0 0.9 0.6
O -0.705734 -2.715985 -0.743153 -1.2 -1.0 0.9
O 0.379115 -2.387057 -1.703321 1.5 -0.3 -1.0
Si -0.333689 -1.144216 -0.928030 1.2 2.6 2.7
H -1.656234 -0.796711 -3.169141 0.4 0.2 1.4
H -0.147571 -0.046264 1.586100 -1.8 -0.1 1.9
H 1.537736 -0.109893 1.011113 -0.8 0.8 0.0
H 0.391779 1.241503 0.298280 0.0 -0.2 1.0
```
Positions in Å, forces in eV/Å.

- ΔE to the lowest compared entry with this formula, charge and spin (eV) = 5.7443
- orbital gap (eV) = 8.7
- HOMO level (eV) = -9.43
- LUMO energy (eV) = -0.696